(1)
{
  "formula": "C25H68N5O17",
  "method": "wB97M-V/def2-TZVPD",
  "species": ["C", "C", "H", "O", "H", "O", "H", "H", "O", "C", "H", "H", "H", "C", "H", "H", "C", "H", "N", "C", "H", "O", "H", "O", "H", "H", "C", "C", "C", "H", "H", "H", "C", "O", "H", "H", "N", "C", "H", "O", "C", "O", "H", "H", "O", "H", "C", "H", "C", "H", "H", "H", "C", "C", "O", "H", "H", "H", "H", "O", "N", "H", "H", "H", "C", "H", "C", "H", "C", "H", "O", "O", "O", "N", "H", "H", "H", "H", "N", "H", "H", "H", "H", "H", "H", "C", "C", "O", "H", "H", "H", "H", "H", "H", "H", "H", "C", "H", "H", "H", "H", "H", "H", "H", "H", "H", "O", "H", "C", "O", "H", "H", "C", "C", "H"],
  "coordinates": [[0.055389, -0.871197, 0.515475], [-3.775396, -1.424565, 3.138318], [-0.405982, 0.389777, 2.331875], [1.857465, 4.289183, -2.651670], [-4.758679, -1.368348, 4.965577], [5.364083, -1.683733, -0.394743], [-1.773091, -1.413215, 3.289195], [6.286319, -1.286728, 0.837952], [-2.699705, 3.075932, 2.898051], [0.031172, -4.319108, 5.013580], [-2.693907, 2.561897, 5.433313], [-3.816455, 1.465664, -5.336658], [4.315744, 0.055035, -0.969340], [-6.646513, -0.716188, -2.657500], [-0.530028, -1.686747, -1.991126], [5.508546, 0.025829, 4.094984], [-5.025959, -1.197383, 3.922773], [0.215859, -5.389733, 4.925553], [-5.784185, -1.535511, -0.593281], [5.483609, -0.215429, 3.032313], [0.402606, -3.740797, -3.344695], [-1.064533, -4.272594, -2.025567], [0.658004, -5.231229, -2.348087], [0.667600, -4.257180, 2.406341], [6.374419, -2.375514, 2.902796], [1.029950, -4.076044, 5.376147], [-0.837260, -5.622748, -4.023816], [-0.108152, -3.702056, 3.527426], [-0.616082, 5.007736, 0.077918], [3.064390, 2.102235, -1.979598], [-2.063172, -1.595635, -1.137803], [-1.000312, 2.359168, -3.298199], [3.661604, 2.681059, -2.684157], [-0.876461, -4.150125, 6.074834], [4.215508, -2.665824, -2.586152], [-6.088613, -0.713541, -3.593897], [-0.536220, -0.023407, -0.610502], [4.732675, -0.881557, -1.339552], [2.125471, 0.990893, 2.342685], [-0.518386, 1.153143, -5.363198], [-1.291519, -0.998713, -1.623939], [0.918444, 6.696101, 1.020953], [5.548342, -0.669580, -2.030832], [-2.822861, -0.001985, -5.656378], [-1.510245, -6.735253, -3.479853], [-0.359953, 5.431130, -0.893273], [-1.657773, 0.947712, -0.152892], [-0.691151, -1.648796, 0.677096], [-0.046448, -4.648537, -2.941648], [-5.572147, -0.265206, 3.778474], [-6.451928, -2.291577, -0.644192], [1.001436, 3.870941, 0.119876], [-1.718816, 2.479996, 4.953101], [0.432806, -0.094334, 1.831705], [2.495193, -1.914735, -1.756477], [0.560570, 0.907863, -2.401402], [0.804022, -0.767319, 2.604615], [-2.767815, 1.293006, -6.847254], [0.918039, -1.328200, 0.030609], [0.077361, 3.880458, 0.379849], [-2.619929, -1.261306, 3.818229], [-1.555825, -4.905545, -4.420528], [5.601309, 2.614955, -3.202194], [1.667786, 5.224302, -2.757391], [-0.473585, 6.196385, 1.074509], [-7.158219, 0.244944, -2.707384], [3.789864, -1.708638, -2.284949], [-2.104651, 1.475392, -0.995483], [6.558878, -1.308560, 2.777572], [0.855314, 1.716880, -0.747440], [4.158908, -0.581675, 2.658498], [5.034390, 2.505787, -2.435191], [1.454488, 0.900425, 1.662093], [-1.753132, 2.156766, -3.940390], [-1.363892, 1.461660, 4.794616], [-5.180892, -1.507907, 0.216280], [-0.106559, -5.926161, -4.773555], [-1.297259, 1.714376, 0.532932], [-0.524523, 3.467616, 3.175519], [2.615422, -2.557230, -1.053383], [3.564615, 2.176342, -3.645391], [-0.933299, 2.740717, 5.662377], [-2.488154, 0.479709, 0.375817], [0.126791, -2.641129, 3.613108], [-0.783439, -7.352765, -3.370155], [0.633735, 0.814854, -1.317847], [-1.687503, 3.096066, 3.641897], [6.988669, -1.077245, 1.457977], [-2.552998, -1.303399, 4.825134], [-1.617208, -0.386456, -2.464869], [3.650884, -1.206887, -3.242568], [3.732179, 4.659756, -1.908658], [0.196763, 3.543520, 3.878439], [1.432033, 6.180009, 1.646645], [7.358630, -1.165013, 3.504138], [1.553532, 0.241878, -1.200470], [-1.638940, 1.496092, -5.073594], [-0.682396, 5.802498, 2.069173], [3.637018, 4.630974, -3.555086], [3.968367, -1.345576, 3.207816], [-1.646613, 4.675102, 0.202293], [-5.730407, -1.921524, 3.513562], [-1.143149, -3.755169, 3.189694], [5.675412, 0.663988, 2.417541], [-0.828019, -4.763675, -1.235317], [4.723182, -2.322511, -0.074079], [-4.625323, 0.084100, -1.570147], [-7.392382, -1.509856, -2.614142], [-2.903276, 1.077110, -5.787473], [-3.852316, -1.780418, 1.999735], [-0.406762, 3.682187, 2.195623], [-2.720641, 2.239311, -3.662527], [3.230220, 4.097451, -2.696027], [-5.548224, -0.678406, -1.586298], [-1.185755, 7.021514, 1.065612]],
  "forces_ev_per_a": [[0.20, 0.86, 0.42], [0.00, 0.77, 2.31], [-0.53, 0.03, -0.52], [-1.33, -0.57, 0.28], [-0.71, 0.03, 0.14], [-0.70, -0.84, 0.45], [0.13, -0.61, 0.36], [-0.28, -0.08, -0.18], [1.24, 0.30, 1.05], [-0.16, -0.68, 0.79], [0.16, -0.37, -0.20], [0.06, -0.01, -0.29], [-0.27, -0.20, 0.21], [0.97, 0.85, -0.78], [0.02, -0.03, 0.10], [-0.12, 0.36, 0.21], [-0.50, -0.52, 0.33], [-0.36, -0.83, -0.97], [0.01, -0.83, 1.03], [-0.25, -1.05, 0.72], [0.10, -0.28, -0.53], [0.28, 0.33, 0.26], [0.59, -0.01, -0.49], [-0.60, 0.96, 1.79], [-1.20, -0.02, 0.22], [0.94, 1.02, -0.09], [1.46, 2.48, 0.88], [0.80, -1.64, -1.27], [-1.68, 2.85, 0.18], [0.26, 0.01, 0.36], [0.00, 0.58, 0.23], [-0.04, -0.17, -0.39], [0.19, -1.53, -1.40], [-0.03, 1.01, -1.58], [0.50, -0.14, 0.42], [-0.22, -0.45, -0.30], [-1.32, 1.30, -1.22], [0.28, -0.84, -2.94], [-0.21, -0.95, 0.28], [1.15, -0.88, -1.92], [2.16, 0.70, 0.30], [-1.41, -0.11, -0.08], [0.10, 0.77, -0.01], [-0.55, -0.15, -0.21], [0.80, 0.51, -0.01], [-0.31, -0.36, -0.38], [0.49, 0.29, 0.42], [0.16, -0.02, 0.62], [-2.02, -2.14, -0.21], [0.72, 0.41, 0.01], [0.12, 0.40, -0.11], [0.12, 0.40, -0.16], [0.49, -0.73, 1.94], [0.73, -0.15, 0.49], [-0.02, -0.15, 0.19], [-0.89, 0.27, 0.14], [-0.22, -0.87, -0.48], [-0.36, 0.07, 0.09], [0.01, -0.06, 0.47], [1.38, -1.67, 0.82], [0.10, 0.56, -0.63], [-0.21, -0.43, -0.31], [-0.47, 0.10, -0.21], [0.01, 0.00, -0.01], [1.75, -1.03, 0.88], [-0.07, 0.05, 0.43], [0.00, 0.96, 0.26], [0.33, -0.36, -0.31], [-0.19, 1.32, -0.76], [-0.82, 0.07, -0.22], [0.14, -0.20, 0.07], [0.77, 0.26, 1.59], [-0.44, 0.75, -1.69], [-2.80, 1.39, 1.71], [-0.88, -0.54, -0.17], [0.32, -0.23, 0.27], [-0.11, -0.02, -0.35], [0.55, -0.20, -0.12], [1.88, 0.77, 0.53], [-0.55, -0.27, 0.33], [-1.11, 0.26, -0.29], [-0.01, 0.93, 0.03], [0.31, -0.77, -0.21], [0.18, 1.06, 0.33], [-0.30, -0.58, 0.36], [-0.08, -1.52, 1.01], [-3.51, -0.63, -2.39], [1.89, -0.08, 0.47], [0.01, -0.24, -0.16], [-0.31, 0.00, 0.31], [0.00, 0.50, 0.14], [0.04, -0.36, 0.77], [0.36, 0.02, -0.72], [-0.02, -0.01, 0.06], [0.46, 0.50, -0.31], [-0.26, -0.44, 0.16], [1.22, -0.53, 0.24], [0.32, -0.19, 0.23], [0.12, -0.31, -0.68], [-0.61, -0.32, -0.08], [-0.38, 0.33, -0.71], [0.00, -0.38, 0.54], [-0.75, -0.06, 0.41], [0.60, -0.12, 0.24], [-0.57, 0.25, 0.56], [-0.04, -0.17, 0.50], [1.43, 1.43, -0.59], [0.35, -0.06, 0.14], [0.97, -0.23, 0.11], [0.31, -0.27, -3.08], [0.35, -0.12, 0.08], [0.33, 0.53, 0.81], [1.44, 2.11, -0.30], [-2.59, -1.15, 0.04], [0.18, 0.07, -1.14]],
  "mulliken_charge": [0.17, 0.83, -0.11, -0.43, 0.37, -0.57, -0.40, 0.51, -0.71, -0.72, 0.29, 0.34, 0.15, -0.94, 0.14, 0.35, -1.23, 0.25, -0.26, -0.60, 0.16, -0.39, 0.45, -0.97, 0.33, 0.16, -0.67, 0.79, -0.36, -0.45, 0.33, 0.02, 0.50, -0.94, 0.46, 0.23, 0.97, -0.20, 0.32, -0.67, -0.51, -0.57, 0.30, 0.25, -0.48, 0.21, -0.34, 0.60, -0.31, 0.24, 0.19, 0.01, -1.14, -0.38, -0.32, 0.59, 0.59, 0.33, -0.65, 0.02, 0.11, 0.32, 0.33, 0.26, -0.52, 0.27, -0.98, 0.25, -0.36, -0.14, -0.32, -0.57, -0.62, -0.21, 0.23, 0.23, 0.35, -0.16, -0.05, 0.25, 0.30, 0.40, 0.23, -0.51, 0.31, -0.50, 0.99, -0.58, 0.26, 0.18, 0.39, 0.36, 0.19, 0.31, 0.27, -0.21, 0.80, 0.20, 0.35, 0.26, 0.34, 0.32, 0.09, 0.30, 0.30, 0.33, -0.61, 0.33, -1.02, -0.64, -0.14, 0.18, -0.60, 0.66, 0.39],
  "lumo_energy_ha": 0.050,
  "homo_energy_ev": -1.09,
  "total_charge": -1,
  "homo_lumo_gap_ev": 2.4539
}


(2)
{
  "formula": "C5H30N2O9",
  "method": "wB97M-V/def2-TZVPD",
  "species": ["C", "O", "H", "H", "H", "H", "H", "H", "C", "O", "H", "H", "H", "H", "O", "O", "H", "H", "C", "C", "H", "H", "H", "O", "H", "N", "O", "H", "H", "N", "O", "H", "H", "H", "H", "O", "C", "H", "O", "H", "H", "H", "H", "H", "H", "H"],
  "coordinates": [[-2.816425, 1.432180, -1.006768], [1.977486, -0.672572, -3.150620], [-1.423512, -2.470667, 1.598596], [-3.650197, 1.238841, -0.348727], [1.606688, -0.852397, -0.045689], [0.708863, 2.238998, 1.291189], [1.519584, -1.102472, -3.919037], [0.610737, -2.779067, -5.215882], [-1.997221, -0.419180, 1.166906], [1.188320, -3.128034, 1.405311], [3.420737, -0.000832, 1.289599], [1.110645, -1.666075, -6.123077], [1.247609, 2.225829, -0.952077], [1.003994, -0.940438, 3.808930], [-2.185051, 2.827132, 0.865858], [1.711300, 2.476196, -0.114940], [0.579901, -0.226818, 2.393307], [-1.279307, -1.351904, -0.603874], [-1.829268, -1.583125, 2.092554], [-1.662104, -0.471651, -0.110017], [-2.809319, -1.962228, 2.405098], [-1.370475, -0.335198, 3.822632], [-1.097181, -2.057334, 4.056106], [1.038040, -1.384816, -0.646203], [1.439211, -1.318019, -1.539499], [-1.797502, 0.661700, -0.982404], [0.517678, 1.561384, -2.403948], [1.038527, 0.772443, -2.706956], [1.217045, -2.718591, 0.514842], [0.414801, -1.052416, 2.983149], [0.777535, -1.828550, -5.227218], [-2.452232, 3.721012, 1.102552], [0.526650, 2.194780, -3.129198], [-2.841448, 2.291738, -1.660722], [2.198293, 3.308200, -0.226395], [0.164162, 2.053708, 2.085381], [-1.020434, -1.244947, 3.336719], [2.903054, -0.648574, -3.424138], [2.479252, 0.180613, 1.179722], [-2.415190, 0.479559, 1.607841], [2.399236, 1.027052, 0.695328], [-0.998167, 0.839618, -1.594709], [1.129590, -4.078949, 1.288877], [0.430932, 2.684404, 2.757640], [0.798524, -1.898650, 2.494680], [-1.370752, 2.603116, 1.365785]],
  "forces_ev_per_a": [[0.38, 0.17, 0.36], [-0.10, 0.04, -0.31], [0.36, 0.29, -0.14], [-0.08, -0.17, -0.12], [-0.05, -0.08, -0.35], [0.10, 0.19, 0.20], [0.04, -0.04, 0.09], [-0.06, 0.01, 0.10], [-0.04, -0.21, 0.14], [0.00, 0.16, -0.06], [-0.06, 0.05, -0.02], [-0.10, 0.11, 0.20], [0.40, 0.34, 0.09], [-0.15, 0.18, 0.09], [-0.03, 0.01, -0.02], [-0.04, 0.03, -0.07], [-0.04, 0.00, 0.04], [0.17, 0.12, 0.11], [-0.46, -0.58, -0.03], [-0.30, 0.05, -0.09], [-0.04, 0.42, 0.22], [-0.01, 0.02, -0.05], [0.18, -0.01, 0.00], [0.34, 0.18, -0.06], [0.04, -0.04, 0.37], [-0.60, -0.48, 0.05], [0.07, -0.42, 0.08], [0.06, 0.31, -0.05], [-0.07, -0.16, -0.02], [0.50, -0.18, 0.20], [0.09, -0.17, -0.41], [0.07, 0.00, 0.10], [-0.03, 0.00, -0.13], [0.09, -0.07, -0.11], [-0.26, -0.33, -0.17], [-0.26, -0.38, -0.13], [-0.24, -0.06, -0.03], [0.02, 0.08, 0.20], [-0.07, -0.10, -0.07], [0.13, 0.16, -0.10], [0.22, -0.03, 0.13], [0.07, 0.29, -0.24], [0.06, -0.13, 0.08], [0.14, 0.15, 0.15], [-0.24, 0.05, -0.22], [-0.20, 0.24, 0.00]],
  "mulliken_charge": [-0.12, -0.74, 0.34, 0.34, 0.36, 0.40, 0.42, 0.33, -0.15, -0.67, 0.26, 0.34, 0.37, 0.43, -0.55, -0.70, -0.06, 0.38, -1.04, -0.28, 0.45, 0.38, 0.41, -0.68, 0.31, 0.32, -0.79, 0.39, 0.39, 0.10, -0.69, 0.27, 0.28, 0.30, 0.30, -0.72, -0.70, 0.28, -0.61, 0.49, 0.39, 0.11, 0.31, 0.29, 0.34, 0.40],
  "lumo_energy_ha": -0.215,
  "homo_energy_ev": -16.09,
  "total_charge": 2,
  "homo_lumo_gap_ev": 10.2303
}


(3)
{
  "formula": "C3H7N3",
  "method": "wB97M-V/def2-TZVPD",
  "species": ["N", "N", "H", "N", "H", "H", "C", "H", "C", "C", "H", "H", "H"],
  "coordinates": [[2.876994, 0.029689, -0.545340], [0.760663, 1.236710, -0.423520], [-2.289972, 0.501168, 0.845917], [3.120258, -0.387458, 0.521649], [0.473392, 1.025658, 1.423580], [3.920310, -1.049002, 0.746087], [0.028658, 0.556627, 0.459251], [-0.373979, -1.496404, -0.343456], [-1.537347, 0.282119, 0.240498], [-0.626489, -0.852249, 0.382708], [-1.639304, 0.615754, -0.790114], [0.627269, 1.018407, -1.468069], [-0.762537, -1.296153, 1.438523]],
  "forces_ev_per_a": [[1.47, -1.18, 0.67], [-0.13, 0.82, -3.88], [-2.75, 0.97, 2.90], [-0.48, 0.48, -0.17], [-1.75, -1.79, -0.63], [-0.08, 0.17, -0.58], [-0.18, 0.55, 3.44], [0.77, -2.07, -2.64], [3.87, 0.00, -4.32], [-0.60, 1.80, 5.11], [-0.70, -0.16, 0.10], [-0.11, -0.01, 1.85], [0.67, 0.42, -1.85]],
  "mulliken_charge": [-0.12, -0.60, 0.30, -0.12, 0.38, 0.22, 0.11, 0.30, -0.71, -0.38, 0.21, 0.22, 0.18],
  "lumo_energy_ha": [0.047, -0.009],
  "s_squared": 2.01,
  "multiplicity": 3,
  "homo_energy_ev": [-7.33, -9.12],
  "total_charge": 0,
  "homo_lumo_gap_ev": [8.6248, 8.8708]
}


(4)
{
  "formula": "C5H7NO2",
  "method": "wB97M-V/def2-TZVPD",
  "species": ["H", "N", "H", "H", "C", "C", "O", "C", "O", "H", "C", "C", "H", "H", "H"],
  "coordinates": [[0.895720, -0.435975, 1.971528], [0.163706, 1.126036, -0.843810], [0.138866, -0.379130, -2.338135], [0.771900, 3.020726, 0.348910], [0.107495, 2.120802, 0.253393], [-0.148785, -1.342931, -0.646569], [-0.155936, -2.292044, 0.055299], [0.174424, 1.592840, 1.690849], [-0.458322, -1.423614, -1.993221], [-0.781665, 2.775559, 0.426552], [0.279205, 0.017346, -0.208214], [0.127124, -0.077803, 1.331232], [-0.746719, -0.717992, 1.731598], [1.137907, 1.908914, 2.356363], [-0.884645, 1.809366, 2.389070]],
  "forces_ev_per_a": [[1.30, -0.86, -0.39], [0.38, -0.51, 2.35], [-3.13, -4.43, 0.99], [0.57, -1.13, -1.61], [-0.23, 4.17, 2.50], [1.04, -0.21, -4.33], [-0.45, -0.82, 0.81], [-1.55, -2.96, 2.62], [3.19, 4.91, -0.18], [-0.43, -1.06, -2.00], [-2.09, -0.95, 2.77], [-0.41, 3.48, 1.57], [0.89, 1.56, -1.20], [-2.37, -0.95, -1.79], [3.28, -0.25, -2.10]],
  "mulliken_charge": [0.31, -0.54, 0.45, 0.27, -0.42, 0.36, -0.47, -0.50, -0.56, 0.22, 0.71, -0.69, 0.35, 0.30, 0.23],
  "lumo_energy_ha": -0.012,
  "homo_energy_ev": -10.44,
  "total_charge": 0,
  "homo_lumo_gap_ev": 10.1129
}


Calculated values (kcal/mol) of relative energy (zero: lowest compared OMol25 entry of this formula, charge and spin) for the records, taken in order: 121.3; 0.0; 36.8; 95.5.
Calculated values (hartree) of energy for the records, taken in order: -2545.869616; -994.701620; -282.553504; -399.813439.